1.
{
  "formula": "C10H11Cl2NSi",
  "method": "wB97M-V/def2-TZVPD",
  "elements": ["C", "C", "C", "C", "C", "C", "C", "C", "C", "C", "N", "Si", "Cl", "Cl", "H", "H", "H", "H", "H", "H", "H", "H", "H", "H", "H"],
  "coordinates": [[3.3255, -2.1971, -0.7468], [3.5097, -0.7900, -0.9275], [2.1360, -2.7321, -0.3945], [2.3939, 0.0787, -0.8173], [-0.2997, -2.1538, 0.0204], [1.0709, -1.8930, -0.2415], [1.1874, -0.5179, -0.4149], [-0.9831, -0.9890, 0.0168], [-0.2405, 1.5069, -0.4786], [-3.9541, 1.2270, 1.1138], [-0.0489, 0.0632, -0.2151], [-3.4204, -0.3299, 0.0659], [-4.4144, -1.9445, 0.6815], [-3.8198, 0.1312, -1.8307], [4.2314, -2.6837, -0.8456], [4.4790, -0.4966, -1.0083], [1.9530, -3.8368, -0.2647], [2.5092, 1.1086, -0.6382], [-0.6546, -3.1044, 0.2411], [-0.6224, 1.7050, -1.4892], [-1.1154, 1.9182, 0.0574], [0.7133, 2.0029, -0.1460], [-4.5782, 0.8949, 1.9413], [-3.3385, 1.9416, 1.7117], [-4.6063, 1.6752, 0.3532]],
  "charge": 0,
  "spin_multiplicity": 3,
  "e_homo_ev": [-4.1, -8.0],
  "gap_ev": [4.45, 5.91]
}

=====

2.
{
  "formula": "C27H22N3O4ReS",
  "method": "wB97M-V/def2-TZVPD",
  "elements": ["Re", "O", "C", "C", "C", "C", "C", "C", "C", "N", "N", "C", "O", "C", "C", "C", "C", "C", "C", "H", "H", "H", "H", "H", "H", "H", "H", "H", "H", "O", "C", "O", "C", "C", "C", "C", "S", "C", "C", "H", "H", "H", "H", "H", "N", "C", "C", "C", "C", "C", "C", "H", "H", "H", "H", "H", "H", "H"],
  "coordinates": [[0.0665, -0.1635, -0.5673], [-1.0771, 1.0861, -1.4322], [-2.4237, 1.1037, -1.5814], [-2.9456, 1.9827, -2.5254], [-4.3084, 2.0390, -2.7369], [-5.1761, 1.2320, -2.0000], [-4.6628, 0.3732, -1.0572], [-3.2787, 0.2773, -0.8359], [-2.8190, -0.5974, 0.2110], [-1.5793, -0.8284, 0.4756], [-1.3237, -1.5327, 1.6477], [-0.0639, -1.5043, 1.9076], [0.7909, -0.8726, 1.0847], [0.4851, -2.0344, 3.1591], [-0.2999, -2.8487, 3.9745], [0.2136, -3.3220, 5.1682], [1.5053, -2.9831, 5.5532], [2.2870, -2.1744, 4.7410], [1.7822, -1.7017, 3.5407], [-2.2617, 2.6047, -3.0881], [-4.7037, 2.7197, -3.4791], [-6.2430, 1.2880, -2.1631], [-5.3251, -0.2477, -0.4664], [-3.5494, -1.0673, 0.8626], [-1.3040, -3.1029, 3.6643], [-0.3915, -3.9576, 5.8003], [1.9028, -3.3522, 6.4895], [3.2923, -1.9131, 5.0435], [2.3839, -1.0707, 2.9005], [2.0952, 0.3693, -8.0750], [1.0783, 0.7396, -7.2758], [0.3430, 1.6283, -7.5904], [0.9155, -0.0028, -5.9778], [1.9732, -0.6105, -5.3120], [1.7677, -1.2073, -4.0748], [0.4982, -1.2009, -3.5084], [0.1783, -1.9255, -1.9039], [-0.5721, -0.6278, -4.1914], [-0.3564, -0.0176, -5.4124], [2.5149, -0.4417, -7.7638], [2.9740, -0.6020, -5.7277], [2.5923, -1.6842, -3.5583], [-1.5653, -0.6547, -3.7602], [-1.1670, 0.4606, -5.9460], [1.8023, 0.9154, -1.3709], [2.2418, 1.5523, -0.1429], [1.4319, 2.5400, 0.4047], [1.7660, 3.0762, 1.6424], [2.8897, 2.6243, 2.3156], [3.6897, 1.6373, 1.7514], [3.3685, 1.0926, 0.5194], [2.5402, 0.3789, -1.8178], [1.4753, 1.6015, -2.0496], [0.5629, 2.8973, -0.1379], [1.1472, 3.8516, 2.0731], [3.1495, 3.0449, 3.2773], [4.5701, 1.2894, 2.2751], [3.9809, 0.3118, 0.0835]],
  "charge": 1,
  "spin_multiplicity": 2,
  "e_homo_ev": [-11.2, -11.2],
  "gap_ev": [6.92, 7.03]
}

=====

3.
{
  "formula": "C11H15N",
  "method": "wB97M-V/def2-TZVPD",
  "elements": ["C", "C", "C", "N", "C", "C", "C", "C", "C", "C", "H", "H", "H", "H", "H", "H", "H", "H", "H", "C", "C", "H", "H", "H", "H", "H", "H"],
  "coordinates": [[3.1296, -0.8430, -0.1289], [1.6600, -1.0947, -0.1662], [0.9927, -1.9721, -0.9499], [-0.3710, -1.8865, -0.6921], [-0.5690, -1.0454, 0.3764], [-1.7708, -0.5996, 0.9230], [-1.6921, 0.5411, 1.7099], [-0.4624, 1.1441, 2.0178], [0.7273, 0.6197, 1.5573], [0.6829, -0.4966, 0.7079], [3.6650, -1.4733, -0.8431], [3.5568, -1.0710, 0.8524], [3.3896, 0.1662, -0.4564], [1.3382, -2.7357, -1.6245], [-0.9882, -2.6374, -0.9507], [-2.7351, -0.9954, 0.6414], [-2.6237, 0.9664, 2.0554], [-0.5468, 1.9951, 2.6856], [1.6713, 1.1078, 1.7614], [-1.4762, 2.9202, -2.0152], [-0.9389, 1.4950, -1.9691], [-1.0510, 3.5663, -1.2446], [-1.2376, 3.4239, -2.9585], [-2.5638, 2.9913, -2.0058], [-0.5259, 1.2723, -0.9880], [-0.1529, 1.3110, -2.7016], [-1.7184, 0.7456, -2.1247]],
  "charge": 0,
  "smiles": "Cc1c[nH]c2ccccc12.CC",
  "spin_multiplicity": 1,
  "e_homo_ev": -7.9,
  "gap_ev": 8.88
}

=====

4.
{
  "formula": "C16H41BLiN2O2",
  "method": "wB97M-V/def2-TZVPD",
  "elements": ["Li", "B", "H", "H", "H", "H", "C", "C", "C", "C", "C", "C", "N", "O", "C", "C", "C", "H", "H", "H", "H", "H", "H", "H", "H", "H", "H", "H", "H", "H", "H", "H", "H", "H", "H", "C", "C", "N", "C", "C", "C", "C", "H", "H", "H", "H", "H", "H", "H", "H", "H", "H", "H", "H", "H", "H", "H", "C", "O", "H", "H", "H", "H"],
  "coordinates": [[12.6215, 24.8933, 1.2151], [14.0416, 23.5709, -0.3570], [13.0699, 23.2011, -0.6456], [14.0196, 24.4954, 0.1989], [14.4598, 22.8105, 0.2843], [14.7009, 23.5158, -1.2094], [14.4869, 28.4259, 5.0199], [13.3905, 28.4000, 3.9544], [12.8306, 29.8198, 3.8369], [13.7008, 30.9219, 3.2215], [14.1578, 30.5349, 1.7872], [14.5863, 28.9718, 1.6736], [13.8006, 28.0427, 2.5744], [13.6605, 26.6636, 2.1341], [16.0859, 28.7644, 2.0519], [14.3695, 28.5299, 0.1893], [12.1598, 27.5683, 4.4357], [15.1154, 29.3052, 4.8789], [15.1615, 27.5810, 4.8809], [14.0634, 28.5640, 6.0147], [12.4681, 30.1356, 4.8151], [11.9337, 29.8202, 3.2176], [14.5460, 31.3580, 3.7539], [12.9960, 31.7501, 3.1472], [15.0044, 31.2207, 1.8182], [13.4543, 30.7692, 0.9882], [16.7758, 29.2922, 1.3934], [16.3838, 27.7166, 2.0130], [16.2396, 29.1958, 3.0410], [14.8005, 27.5444, 0.0128], [14.6896, 29.2405, -0.5727], [13.2964, 28.4847, 0.0032], [11.8117, 27.9680, 5.3882], [12.3396, 26.4938, 4.4708], [11.1923, 27.7412, 3.9645], [9.9742, 23.0855, 1.2767], [9.5323, 24.5084, 0.9255], [10.7110, 25.2594, 0.2957], [10.6183, 26.7179, 0.4398], [9.5253, 27.3273, -0.4461], [10.9374, 24.7871, -1.0169], [11.9984, 25.5626, -1.8447], [10.4760, 22.5931, 0.4437], [9.1578, 22.4014, 1.5081], [10.4778, 22.8931, 2.2240], [8.7106, 24.4621, 0.2108], [9.1788, 24.9196, 1.8710], [11.5237, 27.2763, 0.2022], [10.4860, 27.0472, 1.4705], [9.6281, 28.4085, -0.3541], [8.5770, 26.9581, -0.0557], [9.6415, 27.0707, -1.4991], [11.2944, 23.7573, -1.0114], [10.0141, 24.6823, -1.5867], [12.2425, 24.8633, -2.6444], [11.6202, 26.4850, -2.2853], [12.8811, 25.9346, -1.3247], [13.3233, 23.8435, 3.9441], [12.8119, 23.3770, 2.7139], [13.6144, 22.9624, 4.5159], [14.2017, 24.4883, 3.9167], [12.5818, 24.3027, 4.5978], [13.4153, 22.7536, 2.3029]],
  "charge": -1,
  "spin_multiplicity": 1,
  "e_homo_ev": -2.2,
  "gap_ev": 4.93
}

=====

5.
{
  "formula": "C7H10",
  "method": "wB97M-V/def2-TZVPD",
  "elements": ["C", "C", "C", "C", "C", "C", "C", "H", "H", "H", "H", "H", "H", "H", "H", "H", "H"],
  "coordinates": [[0.2122, 0.9583, 1.2664], [1.3399, 0.3852, 0.3677], [0.9903, -0.9335, 0.2852], [-0.1629, -0.7946, -0.6830], [0.4452, -0.0752, -1.8928], [0.7140, 1.0249, -0.8841], [-0.5728, 0.6945, -0.0697], [-0.0476, 0.4031, 2.1704], [0.2556, 2.0359, 1.4708], [-1.6583, -1.9081, 2.2838], [-1.9820, -1.5315, 1.7302], [0.9055, -1.5509, 1.1780], [-0.8772, -1.6145, -0.7938], [1.2956, -0.5633, -2.3816], [-0.3094, 0.2181, -2.6284], [0.9808, 2.0560, -1.1270], [-1.5287, 1.1956, -0.2921]],
  "charge": 0,
  "spin_multiplicity": 1,
  "e_homo_ev": [-7.9, -8.0],
  "gap_ev": [8.24, 8.26]
}

=====

6.
{
  "formula": "C5H13N3O",
  "method": "wB97M-V/def2-TZVPD",
  "elements": ["C", "C", "C", "O", "N", "C", "N", "C", "N", "H", "H", "H", "H", "H", "H", "H", "H", "H", "H", "H", "H", "H"],
  "coordinates": [[-2.4689, -0.0277, -0.0610], [-1.0623, 0.2005, 0.5067], [-0.6449, 1.6353, 0.2263], [-0.7838, 2.2140, -0.8475], [-0.0495, -0.7890, 0.0613], [-0.1332, -1.1837, -1.3442], [1.3133, -0.5849, 0.5111], [2.1697, 0.1802, -0.4098], [1.3896, -0.0717, 1.8356], [-3.1964, 0.5936, 0.4745], [-2.5372, 0.2439, -1.1204], [-2.7822, -1.0708, 0.0531], [-1.1733, 0.1122, 1.5955], [-0.1662, 2.1520, 1.0779], [-0.0255, -0.3318, -2.0244], [-1.0884, -1.6744, -1.5586], [0.6330, -1.9271, -1.5949], [3.1026, 0.4910, 0.0763], [2.4758, -0.4578, -1.2473], [1.6942, 1.0765, -0.8156], [0.9694, -0.7596, 2.4648], [2.3643, -0.0209, 2.1408]],
  "charge": 0,
  "smiles": "C[C@H](C=O)N(C)N(C)N",
  "spin_multiplicity": 1,
  "e_homo_ev": -7.4,
  "gap_ev": 8.37
}